ORCA calculation (ωB97M-V with the def2-TZVPD basis set) on 8 unconnected molecules or ions with the total composition C58H86Br4Cl2N9O4PS at a distorted geometry.

Element x y z (Å)
C1 6.96788 -2.93857 -0.40984
C2 6.81079 -1.78810 0.68166
C3 5.26293 -1.43327 0.78085
Br1 4.91127 0.12939 1.95053
C4 4.66592 -1.24080 -0.65743
C5 5.17010 -0.22386 -1.58042
C6 6.32753 0.76290 -1.25026
C7 7.68956 0.40892 -1.92132
O1 8.62531 1.15093 -1.77581
O2 7.91982 -0.76299 -2.65917
C8 4.51663 -0.09998 -2.88562
C9 5.05105 1.01490 -3.87044
Br2 4.88189 0.42307 -5.77581
C10 4.29222 2.40509 -3.74696
C11 3.23511 2.49499 -2.59066
Br3 5.63832 3.83808 -3.35250
C12 3.41069 -0.94049 -3.32716
C13 2.89743 -1.95201 -2.40367
C14 3.55722 -2.06253 -1.08828
S1 2.79684 -3.33780 -0.01352
C15 1.03840 -3.01238 -0.39718
C16 0.03411 -2.95682 0.62545
C17 -1.37550 -2.65747 0.28836
C18 -2.30725 -2.59279 1.53656
C19 -1.99632 -1.21094 2.28748
C20 -2.68795 0.04389 1.62213
C21 -1.77263 0.84559 0.63634
N1 -2.36404 2.17026 0.30612
C22 -1.54101 3.30403 0.75773
C23 -2.76193 2.27731 -1.08234
C24 -1.80856 2.60524 -2.27195
O3 -3.93596 2.13922 -1.34894
C25 -1.78383 -2.45190 -1.11532
C26 -3.28850 -2.20377 -1.39939
Cl1 -3.69764 -0.85225 -2.52433
C27 -4.11788 -3.56376 -1.66073
C28 -4.50454 -4.27823 -0.30215
Cl2 -5.61840 -3.29857 -2.63604
C29 -0.71279 -2.50774 -2.15614
P1 -0.94139 -2.22511 -4.01598
O4 -1.17018 -0.54687 -4.25242
Br4 -2.77703 -3.34795 -4.76866
C30 0.69863 -2.76866 -1.81691
N2 1.78769 -2.84006 -2.74547
H1 6.06771 -3.60049 -0.28691
H2 6.92056 -2.54496 -1.45457
H3 7.92416 -3.49612 -0.23171
H4 7.43518 -0.89579 0.43196
H5 7.19816 -2.19317 1.65392
H6 4.80199 -2.31287 1.30357
H7 5.98751 1.78993 -1.56280
H8 6.51063 0.83112 -0.14641
H9 8.08046 -0.47156 -3.57843
H10 6.13635 1.22134 -3.71947
H11 3.75541 2.68709 -4.68973
H12 3.69900 2.58692 -1.57081
H13 2.69061 3.46504 -2.75228
H14 2.44883 1.69967 -2.63320
H15 2.91874 -0.88140 -4.32510
H16 0.33714 -3.14154 1.67952
H17 -3.39522 -2.63432 1.33680
H18 -2.07072 -3.44097 2.24111
H19 -2.21152 -1.31041 3.38919
H20 -0.88710 -1.05621 2.21113
H21 -3.64167 -0.28599 1.11707
H22 -2.94966 0.75746 2.45712
H23 -1.64916 0.28815 -0.34184
H24 -0.72905 1.01939 1.01554
H25 -1.05564 3.15742 1.75434
H26 -0.74389 3.61345 0.01430
H27 -2.23482 4.19501 0.81661
H28 -2.40554 3.24409 -2.98039
H29 -0.90778 3.20021 -2.00211
H30 -1.48110 1.70135 -2.84812
H31 -3.71337 -1.84684 -0.41758
H32 -3.38734 -4.27008 -2.14493
H33 -5.06859 -3.61655 0.39484
H34 -3.51505 -4.54103 0.17504
H35 -4.99888 -5.25597 -0.51984
H36 -2.05750 -0.45962 -4.66095
H37 1.55185 -2.57535 -3.70220
C31 6.23908 -2.87919 -5.96690
C32 7.21384 -3.96238 -5.52196
C33 6.51630 -5.17477 -4.90016
C34 5.84400 -4.84769 -3.64079
N3 5.31095 -4.58940 -2.65647
H38 5.69504 -2.45904 -5.11807
H39 6.77864 -2.06376 -6.45186
H40 5.51299 -3.27579 -6.68109
H41 7.93148 -3.53523 -4.81580
H42 7.78584 -4.29875 -6.39078
H43 7.25991 -5.95370 -4.71054
H44 5.79441 -5.59296 -5.60596
C35 -5.92947 -0.64775 5.30444
C36 -7.16521 -0.59790 4.41331
C37 -7.18916 -1.70526 3.35691
C38 -6.11556 -1.56006 2.37405
N4 -5.26992 -1.44834 1.60485
H45 -5.01524 -0.47777 4.73054
H46 -5.98869 0.12633 6.07103
H47 -5.84756 -1.61516 5.80640
H48 -7.22506 0.38230 3.93336
H49 -8.05275 -0.69799 5.04150
H50 -8.14937 -1.67736 2.83484
H51 -7.12043 -2.68383 3.83916
C39 1.56527 5.30296 -7.45452
C40 1.25590 6.42222 -6.46692
C41 1.82838 6.16608 -5.07081
C42 1.20204 5.01686 -4.41552
N5 0.71515 4.11003 -3.90407
H52 1.09912 4.36284 -7.15140
H53 1.18310 5.55911 -8.44415
H54 2.64280 5.14272 -7.53950
H55 0.17373 6.56549 -6.40976
H56 1.67970 7.35386 -6.85053
H57 1.66866 7.05323 -4.45267
H58 2.90943 6.01420 -5.13166
C43 -12.02321 -3.50129 4.46565
C44 -12.67154 -2.30466 3.77916
C45 -11.66578 -1.22038 3.38555
C46 -11.04552 -0.58699 4.55134
N6 -10.55634 -0.09277 5.46581
H59 -11.56408 -3.21650 5.41482
H60 -12.77331 -4.26558 4.67574
H61 -11.25457 -3.94800 3.83017
H62 -13.44041 -1.88528 4.43304
H63 -13.17848 -2.65275 2.87550
H64 -12.18044 -0.45342 2.80129
H65 -10.89332 -1.64443 2.73879
C47 8.60198 -7.41826 -1.54373
C48 7.42305 -8.37495 -1.41472
C49 7.69177 -9.74502 -2.04057
C50 7.85023 -9.66745 -3.49425
N7 7.97928 -9.60576 -4.63399
H66 8.81682 -7.18923 -2.59007
H67 8.37814 -6.47793 -1.03647
H68 9.50196 -7.84088 -1.09057
H69 6.53750 -7.92108 -1.86756
H70 7.20052 -8.51415 -0.35364
H71 6.85530 -10.41050 -1.81238
H72 8.58256 -10.19309 -1.59326
C51 -4.83120 7.01802 3.46916
C52 -3.43344 7.46248 3.88621
C53 -2.35523 6.42074 3.58597
C54 -2.52087 5.20242 4.38209
N8 -2.65608 4.24784 5.00715
H73 -5.15576 6.13994 4.03193
H74 -5.55071 7.81733 3.65661
H75 -4.86419 6.77683 2.40404
H76 -3.43373 7.70533 4.95088
H77 -3.18684 8.38260 3.35077
H78 -1.37547 6.85412 3.80378
H79 -2.36121 6.17254 2.52147
C55 -0.64213 6.62213 9.05252
C56 -1.72841 7.63521 9.39520
C57 -2.64234 7.95888 8.21109
C58 -1.93195 8.64664 7.13136
N9 -1.37247 9.17907 6.28094
H80 0.04204 7.01122 8.29544
H81 -0.05452 6.38662 9.94164
H82 -1.07767 5.69239 8.67921
H83 -1.26416 8.54974 9.77355
H84 -2.34020 7.23086 10.20581
H85 -3.45941 8.59743 8.55685
H86 -3.09821 7.04136 7.82922

Cartesian forces, eV/Å:
C -0.5 0.5 0.6
C -0.1 -0.4 -0.4
C 1.0 -1.0 -1.0
Br 0.1 -0.5 -0.4
C -0.9 0.6 -0.8
C -1.5 -0.9 -0.8
C -0.9 -1.0 0.0
C 1.2 0.8 0.2
O -0.7 0.0 0.0
O -1.5 0.8 -0.1
C 0.0 -0.6 0.0
C -0.4 0.1 0.5
Br 0.2 0.3 0.7
C -0.9 -0.3 0.8
C -0.2 1.0 -0.1
Br -0.5 -0.4 -0.5
C 0.2 -1.1 2.4
C 2.1 1.3 0.9
C -0.7 0.4 -1.1
S -0.6 0.8 -0.7
C -1.1 0.6 -0.8
C -0.5 0.4 -2.4
C 0.8 -0.7 -1.0
C 0.6 0.9 0.4
C 0.4 -0.3 -0.4
C 0.1 0.1 0.5
C 0.1 -0.5 -0.9
N 1.2 0.1 0.0
C -0.2 1.3 -0.6
C -0.9 0.2 -0.7
C 0.1 0.6 0.0
O 0.7 -0.1 0.2
C 2.4 -0.5 1.0
C -0.8 -0.4 1.7
Cl 0.4 -0.5 0.5
C 1.0 -0.5 0.8
C 1.2 0.1 -0.5
Cl 0.7 -0.3 0.4
C -0.4 0.1 1.0
P 1.4 0.6 0.0
O -1.0 -2.0 0.0
Br 0.4 0.6 0.4
C -1.8 -0.2 1.8
N 0.9 1.9 0.6
H 1.1 0.2 -0.2
H 0.2 -0.3 1.0
H -0.9 0.4 -0.3
H -0.5 -0.8 0.2
H -0.6 0.5 -0.7
H 0.1 1.1 -0.6
H 0.8 -0.9 0.2
H -0.2 -0.1 -1.1
H 0.2 -0.3 0.5
H -1.0 -0.4 -0.3
H 0.9 -0.3 0.8
H -0.3 -0.5 -1.0
H 0.5 -1.0 0.2
H 0.9 0.5 0.0
H 0.7 0.3 0.9
H -0.4 0.2 -0.9
H 1.0 0.0 0.0
H -0.1 0.7 -0.8
H -0.1 0.2 -1.1
H -0.8 -0.1 0.3
H 1.3 0.8 0.5
H 0.1 -0.6 -0.9
H 0.0 0.2 1.0
H -0.9 -0.4 0.0
H -0.6 -0.2 -0.8
H -0.5 -0.5 0.8
H 0.8 -0.8 0.2
H 0.5 -0.7 0.7
H -0.6 -0.6 -0.1
H -0.3 0.6 0.8
H 0.5 -0.1 -1.2
H -1.2 0.7 -0.2
H 0.2 -0.6 -0.7
H -1.0 0.3 -0.3
H 0.1 1.0 0.2
H 0.4 0.4 0.4
H -0.5 -0.5 0.3
C 0.1 0.0 0.1
C 0.0 0.3 -0.2
C 0.4 0.0 -0.1
C -0.1 -0.1 -0.1
N 0.0 0.0 -0.1
H 0.0 0.0 0.0
H -0.1 0.0 0.0
H 0.0 0.0 0.0
H 0.0 -0.1 0.0
H 0.0 -0.1 0.1
H -0.1 0.0 0.1
H -0.1 0.0 0.1
C 0.0 0.0 -0.1
C 0.2 0.2 0.4
C -0.3 0.2 0.1
C 0.0 -0.2 0.0
N -0.7 -0.2 0.1
H 0.0 0.0 0.0
H 0.0 -0.1 0.0
H 0.0 0.0 0.0
H -0.1 -0.1 -0.1
H 0.0 0.0 -0.2
H 0.1 0.0 -0.1
H 0.1 0.0 -0.1
C -0.1 0.0 0.0
C 0.0 -0.1 -0.4
C -0.1 0.4 -0.1
C 0.1 0.0 0.0
N 0.0 0.2 -0.2
H 0.0 0.0 0.0
H 0.0 -0.1 0.0
H 0.0 0.0 0.0
H 0.1 0.0 0.1
H 0.0 0.0 0.2
H 0.0 -0.1 0.1
H -0.1 -0.1 0.1
C 0.0 0.0 0.1
C -0.1 -0.4 0.1
C -0.4 0.0 -0.1
C 0.1 0.0 -0.1
N -0.1 -0.1 -0.1
H 0.0 0.0 0.0
H 0.1 0.0 0.0
H 0.0 0.0 0.0
H 0.1 0.1 -0.1
H 0.0 0.1 0.0
H 0.1 0.1 0.1
H 0.1 0.1 0.1
C -0.1 0.1 0.0
C 0.1 0.3 0.1
C -0.3 0.0 0.2
C 0.1 -0.1 0.0
N 0.0 0.1 0.1
H 0.0 0.0 0.0
H 0.0 0.0 0.0
H 0.0 0.0 0.0
H 0.0 -0.1 0.0
H 0.0 -0.1 -0.1
H 0.1 0.0 -0.2
H 0.0 0.0 -0.2
C 0.0 0.0 0.1
C -0.4 0.1 -0.1
C 0.2 0.4 0.1
C 0.1 -0.1 -0.1
N 0.0 0.1 0.0
H 0.0 0.0 -0.1
H 0.0 -0.1 0.0
H 0.0 0.0 0.0
H 0.1 0.0 -0.1
H 0.1 -0.1 0.1
H 0.0 -0.2 0.1
H 0.0 -0.2 0.1
C 0.0 0.0 0.0
C 0.3 -0.2 0.2
C -0.1 0.1 0.4
C -0.1 -0.1 -0.1
N 0.0 0.0 0.1
H 0.0 0.0 0.0
H 0.0 0.0 -0.1
H 0.0 0.0 0.0
H -0.1 0.0 -0.1
H -0.1 0.1 -0.1
H 0.0 0.0 -0.2
H 0.1 0.1 -0.1

E_LUMO = 0.03 eV
Strongest force on any atom = 2.67 eV/A
Frontier orbital gap = 0.293 Eh
Calculated total energy = -15011.29658 a.u.
SMILES string = CC[C@@H](Br)c1c(CC(=O)O)c([C@@H](Br)[C@@H](C)Br)cc2c1Sc1cc(CCCCN(C)C(C)=O)c([C@@H](Cl)[C@@H](C)Cl)c(P(O)Br)c1N2.CCCC#N.CCCC#N.CCCC#N.CCCC#N.CCCC#N.CCCC#N.CCCC#N